Here is C19H42N2O7PSSiW as an isolated structure from OMol25. Energies are from ωB97M-V/def2-TZVPD.

Results
ΔE to the lowest compared entry with this formula, charge and spin (kcal/mol): 0.0
HOMO energy (eV): -10.6
Frontier orbital gap (eV): 7.39
LUMO energy (eV): -3.2
Spin multiplicity: 1
Charge: +1

CARTESIAN COORDINATES (ANGSTROEM)
W (0.36597, 0.30015, 1.25674)
S (-0.35569, 0.15562, 3.24139)
C (-0.40533, -3.38241, -1.50682)
O (-0.07249, -2.13694, -0.85152)
P (-0.16201, -1.97340, 0.72053)
O (-1.57186, -2.54272, 1.18342)
C (-2.79033, -1.78532, 1.11870)
O (0.77900, -3.14004, 1.24141)
C (0.73622, -3.59448, 2.60718)
H (0.28222, -4.16287, -1.18782)
H (-0.30348, -3.19984, -2.57165)
H (-1.42923, -3.66581, -1.27176)
H (-3.49595, -2.33869, 0.50302)
H (-2.62147, -0.79971, 0.68546)
H (-3.17745, -1.67745, 2.12876)
H (-0.22174, -4.06667, 2.81142)
H (0.89408, -2.75822, 3.29033)
H (1.54203, -4.31390, 2.71282)
C (-3.45031, 2.29543, 0.12043)
C (-2.84674, 3.38700, -0.75197)
C (-3.86356, 3.91013, -1.75174)
C (-2.29440, 4.51609, 0.10561)
O (-1.79556, 2.78147, -1.54246)
Si (-0.21640, 2.59694, -1.30092)
O (0.04798, 1.65820, 0.06240)
O (0.42481, 1.66914, -2.46558)
C (0.29699, 1.79020, -3.90395)
C (0.27539, 3.25868, -4.30631)
C (-0.98854, 1.08929, -4.31661)
C (1.51319, 1.08972, -4.48678)
O (0.49199, 4.03192, -1.09608)
C (1.79825, 4.43437, -0.63906)
C (2.84638, 3.39400, -1.01481)
C (2.09284, 5.75656, -1.32999)
C (1.72604, 4.61621, 0.87021)
H (-4.31031, 2.67801, 0.67083)
H (-2.71496, 1.94159, 0.84701)
H (-3.77468, 1.45650, -0.49707)
H (-4.71479, 4.35303, -1.23410)
H (-4.22392, 3.09823, -2.38383)
H (-3.41042, 4.67082, -2.38783)
H (-3.10534, 4.97686, 0.67059)
H (-1.82094, 5.27791, -0.51281)
H (-1.55571, 4.14343, 0.82013)
H (-0.58559, 3.77022, -3.87088)
H (0.20794, 3.35011, -5.39061)
H (1.18425, 3.76236, -3.97410)
H (-1.85189, 1.58662, -3.87507)
H (-0.97238, 0.05165, -3.97994)
H (-1.09575, 1.09995, -5.40210)
H (2.42951, 1.58401, -4.15939)
H (1.48085, 1.11043, -5.57612)
H (1.54068, 0.04787, -4.16258)
H (2.85870, 3.23058, -2.09328)
H (2.63975, 2.44090, -0.52283)
H (3.83437, 3.73306, -0.70100)
H (2.11198, 5.62340, -2.41215)
H (3.05764, 6.15109, -1.00987)
H (1.32024, 6.48574, -1.08732)
H (1.50980, 3.66863, 1.36976)
H (0.94008, 5.32653, 1.12641)
H (2.67442, 4.99571, 1.25344)
C (2.81305, -0.53508, -1.22702)
C (3.21756, -0.47444, 0.20144)
N (2.44723, -0.21222, 1.25020)
C (3.26892, -0.18079, 2.37074)
C (4.53572, -0.45124, 1.98700)
N (4.48655, -0.62170, 0.62213)
H (1.75903, -0.29948, -1.35581)
H (2.99596, -1.52813, -1.63971)
H (3.37869, 0.19330, -1.80986)
H (2.87056, 0.01101, 3.35032)
H (5.44605, -0.53858, 2.55106)
H (5.27129, -0.80950, 0.02071)

Atom charges from the Löwdin analysis, given in e for atoms 1 to 8:
1. W 0.832
2. S 0.166
3. C -0.054
4. O -0.308
5. P 0.519
6. O -0.307
7. C -0.089
8. O -0.292